# 1
Here is C29H58BN10O3P2S3Tl as an isolated structure in a non-equilibrium geometry from OMol25. Energies are from ωB97M-V/def2-TZVPD.

Values from the calculation:
E_tot, eV: -108520.89926
ΔE to the lowest compared entry with this formula, charge and spin, kcal/mol: 6.1
Highest occupied orbital energy, eV: -5.906

```
! wB97M-V def2-TZVPD RIJCOSX def2/J DEFGRID3
* xyz 0 1
Tl 0.155 0.197 -0.015
C 2.329 4.158 0.322
C 1.012 4.926 0.255
C 0.646 5.105 -1.225
C 1.190 6.281 0.952
N -0.107 4.236 0.904
C -1.385 4.742 0.808
C -2.221 3.867 1.397
N -1.487 2.812 1.869
B -2.237 1.596 2.457
N -3.148 0.939 1.402
C -4.133 0.101 1.850
C -4.749 -0.457 0.791
N -4.151 0.036 -0.343
C -3.169 0.895 0.051
S -2.249 1.853 -0.991
C -4.490 -0.345 -1.716
C -4.963 0.896 -2.478
C -3.256 -0.956 -2.385
C -5.618 -1.379 -1.720
N -1.291 0.564 3.125
C -0.679 0.913 4.300
C -0.130 -0.186 4.849
N -0.398 -1.254 4.017
C -1.101 -0.762 2.947
S -1.621 -1.673 1.628
C -0.306 -2.660 4.422
C 0.450 -2.790 5.748
C -1.738 -3.169 4.626
C 0.413 -3.517 3.374
C -0.191 3.053 1.573
S 1.104 2.114 2.126
H 3.088 4.718 -0.222
H 2.229 3.175 -0.133
H 2.662 4.028 1.346
H 1.487 5.528 -1.768
H -0.207 5.764 -1.355
H 0.399 4.139 -1.659
H 1.999 6.836 0.487
H 1.433 6.132 2.002
H 0.284 6.876 0.889
H -1.607 5.669 0.324
H -3.285 3.904 1.505
H -2.957 1.996 3.332
H -4.309 -0.035 2.897
H -5.547 -1.166 0.771
H -4.191 1.660 -2.458
H -5.865 1.301 -2.021
H -5.177 0.637 -3.511
H -2.489 -0.198 -2.518
H -3.515 -1.362 -3.360
H -2.852 -1.756 -1.766
H -6.517 -0.986 -1.249
H -5.318 -2.295 -1.217
H -5.860 -1.626 -2.752
H -0.700 1.924 4.649
H 0.434 -0.279 5.751
H -0.090 -2.324 6.568
H 1.448 -2.364 5.690
H 0.547 -3.849 5.972
H -2.260 -2.535 5.340
H -1.725 -4.188 5.005
H -2.271 -3.148 3.680
H 1.487 -3.338 3.394
H 0.037 -3.292 2.380
H 0.224 -4.566 3.589
C 4.625 0.666 2.270
N 3.970 -0.558 1.848
C 2.826 -0.910 2.675
P 3.814 -0.786 0.196
O 2.888 0.026 -0.603
O 3.422 -2.368 0.185
P 2.139 -3.003 -0.615
O 0.869 -2.363 -0.284
N 2.473 -2.954 -2.244
C 3.752 -3.450 -2.694
C 1.943 -1.866 -3.039
N 2.262 -4.607 -0.193
C 1.001 -5.318 -0.129
C 3.320 -5.185 0.600
N 5.343 -0.808 -0.432
C 5.702 0.032 -1.544
C 6.411 -1.515 0.229
H 5.098 0.483 3.236
H 3.912 1.489 2.374
H 5.386 0.942 1.542
H 3.140 -1.608 3.458
H 2.056 -1.376 2.062
H 2.393 -0.023 3.140
H 4.051 -4.276 -2.053
H 4.524 -2.671 -2.662
H 3.654 -3.809 -3.721
H 1.033 -1.503 -2.566
H 1.706 -2.236 -4.039
H 2.654 -1.038 -3.120
H 0.243 -4.719 -0.626
H 0.690 -5.484 0.908
H 1.082 -6.281 -0.639
H 4.148 -4.486 0.662
H 3.666 -6.113 0.132
H 2.965 -5.412 1.611
H 4.799 0.528 -1.888
H 6.121 -0.565 -2.361
H 6.437 0.791 -1.260
H 5.999 -2.025 1.094
H 7.195 -0.827 0.562
H 6.859 -2.250 -0.447
*
```

Atomic partial charges in e from the Löwdin method, atoms 1 to 5: Tl 0.73; C -0.10; C -0.55; C -0.02; C -0.02

***

# 2
Here is a 23-piece molecular cluster, C29H58Cl44N2O8P3S overall in a non-equilibrium geometry from OMol25. Energies are from ωB97M-V/def2-TZVPD.

Values from the calculation:
E_tot, eV: -640061.78523
Highest occupied orbital energy, eV: -11.652

```
! wB97M-V def2-TZVPD RIJCOSX def2/J DEFGRID3
* xyz 1 1
N 2.249 -0.038 -1.236
P 0.962 -0.488 -1.963
O 0.372 0.695 -2.819
O 1.300 -1.699 -2.941
C -0.381 -0.994 -0.756
C -0.320 -0.418 0.521
C 0.667 0.629 0.978
C 0.519 2.007 0.308
O -0.596 2.668 0.936
C -1.230 -0.800 1.507
C -2.162 -1.774 1.208
C -2.222 -2.330 -0.038
P -3.483 -3.686 -0.077
O -3.905 -3.952 1.302
O -4.768 -3.336 -0.940
O -2.771 -4.954 -0.702
N -1.374 -1.919 -1.043
P -1.556 -2.603 -2.678
O -2.971 -3.309 -2.762
O -0.531 -3.803 -2.714
S -1.472 -1.343 -4.122
H 3.057 -0.600 -1.476
H 1.141 1.212 -3.114
H 1.637 -2.479 -2.453
H 0.506 0.844 2.034
H 1.689 0.268 0.920
H 0.277 1.938 -0.745
H 1.370 2.640 0.523
H -1.392 2.166 0.738
H -1.158 -0.373 2.492
H -2.838 -2.098 1.982
H -5.427 -2.934 -0.354
H -3.370 -5.381 -1.336
H -3.662 -2.648 -2.953
H -0.543 -4.140 -3.626
C -3.307 -3.537 4.766
Cl -1.795 -3.911 3.932
Cl -3.495 -1.801 5.082
H -4.134 -3.867 4.148
H -3.307 -4.060 5.715
C 0.053 -7.383 4.701
Cl 0.795 -6.714 6.155
Cl 0.935 -8.786 4.079
H -0.956 -7.695 4.943
H 0.038 -6.617 3.935
C -4.165 2.333 2.638
Cl -3.446 2.968 4.104
Cl -3.203 0.995 1.971
H -5.161 1.966 2.857
H -4.208 3.123 1.898
C -0.971 5.760 -0.931
Cl -0.125 4.383 -1.655
Cl -2.328 6.295 -1.931
H -1.349 5.462 0.041
H -0.270 6.580 -0.830
C 4.284 -4.192 -1.286
Cl 2.994 -4.157 -2.513
Cl 4.908 -2.583 -0.944
H 3.862 -4.626 -0.382
H 5.091 -4.811 -1.659
C -3.351 6.749 2.950
Cl -1.961 7.714 2.459
Cl -3.950 5.753 1.610
H -3.055 6.093 3.761
H -4.146 7.411 3.269
C -5.516 0.584 -2.003
Cl -4.959 -0.108 -0.471
Cl -4.948 -0.396 -3.356
H -6.598 0.634 -2.014
H -5.088 1.576 -2.097
C 8.641 -2.910 1.187
Cl 7.983 -1.300 0.852
Cl 7.374 -4.147 1.286
H 9.322 -3.178 0.390
H 9.163 -2.882 2.139
C -8.178 2.481 3.963
Cl -7.892 1.855 2.330
Cl -6.823 3.464 4.533
H -9.071 3.093 3.949
H -8.297 1.640 4.634
C 8.383 0.252 -3.043
Cl 7.114 -0.881 -2.558
Cl 7.717 1.779 -3.631
H 9.008 0.455 -2.182
H 8.965 -0.201 -3.837
C -0.608 7.147 -5.065
Cl 0.877 6.879 -5.990
Cl -0.760 8.822 -4.525
H -1.456 6.911 -5.697
H -0.593 6.503 -4.195
C 1.933 -11.865 2.745
Cl 0.913 -13.038 1.901
Cl 3.025 -12.639 3.895
H 2.524 -11.332 2.010
H 1.294 -11.174 3.281
C 11.447 -5.076 2.837
Cl 11.190 -3.392 3.327
Cl 11.256 -5.312 1.096
H 12.456 -5.357 3.110
H 10.725 -5.697 3.353
C -3.742 3.877 7.787
Cl -2.182 3.549 7.017
Cl -3.981 5.601 8.081
H -4.529 3.525 7.130
H -3.775 3.353 8.735
C 4.157 8.858 -5.397
Cl 4.849 9.323 -3.835
Cl 5.129 7.627 -6.210
H 3.164 8.460 -5.226
H 4.110 9.736 -6.029
C -1.179 11.656 1.233
Cl -0.077 10.304 0.935
Cl -2.471 11.220 2.356
H -0.612 12.475 1.659
H -1.623 11.953 0.291
C 2.238 -7.922 -0.543
Cl 3.367 -6.755 0.175
Cl 2.809 -9.578 -0.369
H 1.283 -7.829 -0.039
H 2.135 -7.696 -1.597
C -6.585 -1.363 6.907
Cl -7.287 0.195 6.434
Cl -7.812 -2.628 7.008
H -5.845 -1.659 6.169
H -6.123 -1.247 7.880
C -2.852 2.160 -6.539
Cl -1.730 0.801 -6.680
Cl -4.256 1.747 -5.548
H -2.326 2.989 -6.082
H -3.202 2.433 -7.528
C 7.042 10.566 -1.231
Cl 7.303 12.257 -0.791
Cl 6.789 9.547 0.192
H 6.165 10.504 -1.860
H 7.914 10.206 -1.764
C 0.354 -1.119 -9.441
Cl 0.700 0.609 -9.349
Cl -0.100 -1.808 -7.871
H -0.465 -1.275 -10.132
H 1.245 -1.627 -9.789
C -2.052 -8.328 -1.075
Cl -0.907 -9.564 -1.594
Cl -3.429 -8.180 -2.186
H -2.431 -8.591 -0.095
H -1.539 -7.374 -1.039
*
```

Atomic partial charges in e from the Löwdin method, atoms 1 to 5: N -0.10; P 0.48; O -0.17; O -0.25; C -0.10

***

Q: What is the formula in the second record?
A: C29H58Cl44N2O8P3S

***

Q: What is the highest occupied orbital energy in the second record?
A: -11.652 eV

***

Q: Which value of E_tot does entry 1 give?
A: -108520.89926 eV

***

Q: The lowest highest occupied orbital energy belongs to which entry?
A: C29H58Cl44N2O8P3S